Record 1
Formula: C5H12ClO2Pr2
Source: OMol25
Level of theory: wB97M-V/def2-TZVPD

Geometry as XYZ:
```
22
C5H12ClO2Pr2 wB97M-V/def2-TZVPD
C 0.728 0.103 5.057
C 2.361 1.353 -1.892
H 0.097 -2.420 -3.953
H -1.690 1.712 -2.154
O 1.417 0.107 3.931
H -2.126 -0.126 -2.017
H -2.729 -0.206 2.651
H -1.977 0.674 -3.730
H 1.439 0.156 5.883
Pr 0.109 -0.151 2.080
H 2.053 -2.118 -3.594
C -2.041 -1.030 2.290
H -2.295 -1.416 1.257
Cl -0.176 1.828 0.337
H 1.837 2.247 -1.509
O -0.508 0.049 5.173
H 2.930 1.426 -2.841
H 2.710 0.608 -1.143
C -1.772 0.723 -2.640
Pr 0.503 0.144 -2.656
C 0.972 -1.841 -3.573
H -1.842 -1.823 3.044
```

Output
LUMO energy (alpha / beta), eV: 1.5 / 1.4
Kohn-Sham gap (alpha / beta), eV: 3.43 / 4.12
Total charge: -1
Spin multiplicity: 5

Atom charges from the Löwdin analysis, given in e for atoms 1 to 5: atom 1 (C): -0.4719, atom 2 (C): -0.4020, atom 3 (H): -0.1273, atom 4 (H): -0.0592, atom 5 (O): -0.3125

***

Record 2
Formula: C5H12N
Source: OMol25
Level of theory: wB97M-V/def2-TZVPD

Geometry as XYZ:
```
18
C5H12N wB97M-V/def2-TZVPD
H -0.970 1.763 0.876
H 1.876 1.099 -1.418
H -2.167 0.065 -0.286
H -1.136 -2.469 -0.222
N -0.152 0.040 -1.303
H -0.473 0.933 -1.690
H 1.850 0.513 1.302
H -0.608 0.482 2.019
H 1.662 -0.614 -0.695
H -1.364 -1.855 1.273
H 0.316 -1.625 0.551
H 1.313 2.057 0.619
H -0.262 -0.654 -2.027
C -0.418 0.794 0.966
C 1.121 0.947 0.591
C 1.252 0.348 -0.882
C -0.805 -1.620 0.394
C -1.037 -0.204 -0.068
```

Output
LUMO energy, eV: -3.3
SMILES: C[C@H]1CCC[NH2+]1
Kohn-Sham gap, eV: 12.59
Total charge: +1
ΔE to the lowest compared entry with this formula, charge and spin, kcal per mole: 23.2

Atom charges from the natural (NBO) analysis, given in e for atoms 1 to 5: atom 1 (H): 0.2326, atom 2 (H): 0.2716, atom 3 (H): 0.2545, atom 4 (H): 0.2452, atom 5 (N): -0.5128

***

Record 3
Formula: C5H12N
Source: OMol25
Level of theory: wB97M-V/def2-TZVPD

Geometry as XYZ:
```
18
C5H12N wB97M-V/def2-TZVPD
H -2.178 1.633 1.505
H 0.662 -2.857 -0.078
H -0.838 -0.992 -0.890
N 0.192 -0.863 -0.931
C 0.736 -2.288 -0.913
C -0.099 1.271 0.602
H 0.302 -2.746 -1.794
H -0.240 3.378 0.604
C -1.532 0.925 0.833
H -2.170 1.009 0.021
H 1.760 0.073 0.272
H 1.474 2.527 0.290
H 0.457 -0.267 -1.653
C 0.668 -0.211 0.341
C 0.459 2.467 0.519
H -1.793 -0.064 1.323
H 0.436 -0.683 1.190
H 1.703 -2.313 -1.243
```

Output
LUMO energy, eV: -3.3
SMILES: C=C(C)C[NH2+]C
Kohn-Sham gap, eV: 10.57
Total charge: +1
ΔE to the lowest compared entry with this formula, charge and spin, kcal per mole: 67.4

Atom charges from the natural (NBO) analysis, given in e for atoms 1 to 5: atom 1 (H): 0.2702, atom 2 (H): 0.2444, atom 3 (H): 0.4448, atom 4 (N): -0.4896, atom 5 (C): -0.4130

***

Record 4
Formula: C5H12N
Source: OMol25
Level of theory: wB97M-V/def2-TZVPD

Geometry as XYZ:
```
18
C5H12N wB97M-V/def2-TZVPD
H -0.317 -1.280 -1.061
H 0.000 -1.534 2.316
H 1.618 -0.115 0.043
H 0.886 -2.317 1.094
H -1.451 -0.451 -0.095
H -0.566 1.165 2.237
H 0.084 1.971 0.704
C 0.341 1.104 1.410
H -0.172 1.755 -1.417
H 1.517 -1.264 2.249
N 0.722 -1.404 1.569
C 0.622 -0.114 0.519
C -0.959 0.364 -2.847
H 1.164 1.333 2.040
H -1.276 -0.688 -2.964
C -0.460 -0.303 -0.562
H -1.303 1.060 -3.588
C -0.452 0.718 -1.648
```

Output
LUMO energy, eV: -3.7
SMILES: C=CC[C@@H](C)[NH3+]
Kohn-Sham gap, eV: 9.53
Total charge: +1
ΔE to the lowest compared entry with this formula, charge and spin, kcal per mole: 47.7

Atom charges from the natural (NBO) analysis, given in e for atoms 1 to 5: atom 1 (H): 0.2294, atom 2 (H): 0.4456, atom 3 (H): 0.2369, atom 4 (H): 0.4461, atom 5 (H): 0.2338

***

Record 5
Formula: C5H12N
Source: OMol25
Level of theory: wB97M-V/def2-TZVPD

Geometry as XYZ:
```
18
C5H12N wB97M-V/def2-TZVPD
H 0.430 1.021 -2.823
H -2.082 -0.261 1.779
N 0.054 -0.182 2.174
H 0.669 -0.713 -3.100
H 2.450 0.783 -0.778
C -0.940 -0.167 -0.126
H -1.414 -0.931 -0.769
H -0.815 0.108 -2.937
C 1.518 0.751 -0.372
C -1.106 -0.610 1.368
C 0.216 0.064 -2.454
H -0.351 -0.255 3.077
H 1.234 1.599 0.225
H -1.162 -1.720 1.596
C 0.495 0.090 -0.947
H -1.539 0.835 -0.165
H 0.221 0.732 1.787
H 0.883 -0.693 2.083
```

Output
LUMO energy, eV: -3.5
SMILES: C=C(C)CC[NH3+]
Kohn-Sham gap, eV: 9.49
Total charge: +1
ΔE to the lowest compared entry with this formula, charge and spin, kcal per mole: 88.0

Atom charges from the natural (NBO) analysis, given in e for atoms 1 to 5: atom 1 (H): 0.2408, atom 2 (H): 0.2474, atom 3 (N): -0.6597, atom 4 (H): 0.2594, atom 5 (H): 0.2219

***

Record 6
Formula: C5H12N
Source: OMol25
Level of theory: wB97M-V/def2-TZVPD

Geometry as XYZ:
```
18
C5H12N wB97M-V/def2-TZVPD
N -3.821 -0.827 2.198
H -4.197 -1.734 2.321
H 3.272 0.241 -0.977
C -0.129 -0.231 -1.307
C 2.228 0.551 -0.890
H 1.654 -1.218 -2.044
H -0.501 0.087 -2.291
H 1.281 -1.265 -0.294
H -1.979 -0.162 -0.089
H 2.042 1.252 -1.707
H -4.558 -0.172 2.010
C 1.900 1.178 0.471
H 2.221 2.270 0.549
C 1.298 -0.665 -1.177
H -3.013 -0.739 1.514
H 0.780 1.094 0.519
H 2.273 0.557 1.312
C -0.753 -0.218 -0.118
```

Output
LUMO energy, eV: -9.0
Kohn-Sham gap, eV: 4.12
Total charge: +1
ΔE to the lowest compared entry with this formula, charge and spin, kcal per mole: 169.4

Atom charges from the natural (NBO) analysis, given in e for atoms 1 to 5: atom 1 (N): -1.0343, atom 2 (H): 0.3813, atom 3 (H): 0.2701, atom 4 (C): -0.2530, atom 5 (C): -0.3849

***

Record 7
Formula: C5H12N
Source: OMol25
Level of theory: wB97M-V/def2-TZVPD

Geometry as XYZ:
```
18
C5H12N wB97M-V/def2-TZVPD
C 0.363 0.271 1.421
H 0.880 -0.708 1.824
H -1.403 -1.074 1.652
H 0.254 0.219 -2.468
C -1.061 -0.200 1.180
H -0.167 -1.488 -2.285
H -2.891 -0.091 0.215
N 0.076 -0.569 -1.832
H 2.108 1.017 0.550
H 0.596 1.522 -0.402
H 0.215 1.077 2.225
H -2.075 1.477 0.799
H -0.724 -0.259 -1.215
C 1.139 0.733 0.183
H 2.132 -0.483 -1.311
H 1.330 -1.444 -0.396
C -2.060 0.487 0.626
C 1.290 -0.486 -0.766
```

Output
LUMO energy, eV: -3.4
SMILES: C=CCCC[NH3+]
Kohn-Sham gap, eV: 9.74
Total charge: +1
ΔE to the lowest compared entry with this formula, charge and spin, kcal per mole: 65.6

Atom charges from the natural (NBO) analysis, given in e for atoms 1 to 5: atom 1 (C): -0.4665, atom 2 (H): 0.2287, atom 3 (H): 0.2190, atom 4 (H): 0.4400, atom 5 (C): -0.1764

***

Record 8
Formula: C5H12N
Source: OMol25
Level of theory: wB97M-V/def2-TZVPD

Geometry as XYZ:
```
18
C5H12N wB97M-V/def2-TZVPD
H -1.556 1.532 -0.790
H -0.367 0.896 -1.777
H -1.939 0.250 1.629
H -0.483 -0.605 2.106
H -2.231 -1.161 -0.669
H 2.232 1.395 -0.361
H -0.952 -2.152 0.010
H 1.752 -1.643 0.263
H 0.054 1.855 -0.467
H -0.412 1.127 1.835
C -1.145 -1.269 -0.593
N -0.603 1.139 -0.807
C 2.508 0.368 -0.181
C -0.857 0.200 1.480
C 1.683 -0.601 0.059
H 3.577 0.191 -0.201
C -0.516 -0.074 0.051
H -0.744 -1.450 -1.589
```

Output
LUMO energy (alpha / beta), eV: -3.5 / -6.1
Kohn-Sham gap (alpha / beta), eV: 6.93 / 8.09
Total charge: +1
ΔE to the lowest compared entry with this formula, charge and spin, kcal per mole: 37.6
Spin multiplicity: 3

Atom charges from the natural (NBO) analysis, given in e for atoms 1 to 5: atom 1 (H): 0.4360, atom 2 (H): 0.4491, atom 3 (H): 0.2468, atom 4 (H): 0.2667, atom 5 (H): 0.2457

***

Record 9
Formula: C5H12N2
Source: OMol25
Level of theory: wB97M-V/def2-TZVPD

Geometry as XYZ:
```
19
C5H12N2 wB97M-V/def2-TZVPD
N -1.295 -1.621 1.699
H 0.775 2.136 0.682
H 0.718 -1.123 1.391
H -1.378 0.918 0.583
H 2.469 0.642 -0.755
N 0.680 1.243 0.238
H 1.155 -0.834 -2.097
H -2.181 -1.268 1.350
C 1.468 1.025 -0.968
H -1.133 -2.458 1.145
C -0.248 -0.628 1.492
C -0.667 -0.249 -1.020
C -0.468 0.376 0.368
C 0.631 0.073 -1.838
H -0.769 -1.333 -0.965
H 0.319 0.565 -2.757
H -0.135 -0.045 2.415
H 1.561 1.980 -1.499
H -1.517 0.164 -1.544
```

Output
LUMO energy, eV: 1.1
SMILES: NC[C@@H]1CCCN1
Kohn-Sham gap, eV: 9.18
Total charge: 0
ΔE to the lowest compared entry with this formula, charge and spin, kcal per mole: 19.1

Atom charges from the natural (NBO) analysis, given in e for atoms 1 to 5: atom 1 (N): -0.8315, atom 2 (H): 0.3864, atom 3 (H): 0.1882, atom 4 (H): 0.1786, atom 5 (H): 0.1761

***

Record 10
Formula: C5H12N2
Source: OMol25
Level of theory: wB97M-V/def2-TZVPD

Geometry as XYZ:
```
19
C5H12N2 wB97M-V/def2-TZVPD
H -0.222 1.313 1.466
H 0.321 0.715 -2.310
H -0.253 -0.947 -2.166
H 1.221 0.223 2.467
H 1.288 -1.595 -0.639
H 2.447 -0.640 1.583
H -2.375 1.303 0.438
C 0.625 -0.356 -2.090
C 1.505 -0.295 1.510
H -2.181 -1.331 0.014
H -1.348 0.390 -0.970
C -1.607 0.693 0.087
N -2.077 -0.643 0.643
N 1.198 -0.589 -0.769
H 1.445 -0.697 -2.755
C 0.812 0.124 0.392
C -0.145 1.308 0.497
H -1.478 -1.199 1.258
H 0.151 2.245 0.114
```

Output
LUMO energy, eV: 0.9
SMILES: C=C(CCN)NC
Kohn-Sham gap, eV: 8.70
Total charge: 0
ΔE to the lowest compared entry with this formula, charge and spin, kcal per mole: 88.9

Atom charges from the natural (NBO) analysis, given in e for atoms 1 to 5: atom 1 (H): 0.2145, atom 2 (H): 0.2042, atom 3 (H): 0.1759, atom 4 (H): 0.1762, atom 5 (H): 0.3826

***

Number 1: E -50129.3523 eV. Number 2: E -6862.5522 eV. Number 3: E -6860.6347 eV. Number 4: E -6861.4908 eV. Number 5: E -6859.7445 eV. Number 6: E -6856.2113 eV. Number 7: E -6860.7131 eV. Number 8: E -6857.0696 eV. Number 9: E -8359.3080 eV. Number 10: E -8356.2828 eV.